{"formula": "C14H21O", "method": "wB97M-V/def2-TZVPD", "de_lowest_kj_mol": 103.3, "largest_force_ev_per_a": 5.59, "lumo_ev": -2.2, "homo_ev": -12.386, "total_charge": 1, "species": ["C", "C", "C", "C", "C", "C", "C", "C", "C", "C", "C", "C", "C", "C", "O", "H", "H", "H", "H", "H", "H", "H", "H", "H", "H", "H", "H", "H", "H", "H", "H", "H", "H", "H", "H", "H"], "positions_angstrom": [[-2.789, -0.337, -0.189], [-2.603, 0.990, -0.048], [-2.005, -1.236, -1.039], [-1.538, 1.820, -0.627], [-0.846, -1.961, -0.262], [2.443, 1.175, -0.198], [2.201, -1.398, -0.682], [1.341, 2.238, -0.258], [1.500, -1.693, 0.614], [-0.295, 1.158, 1.530], [-0.425, -0.400, 1.699], [1.771, 0.036, -1.063], [0.136, 1.344, 0.088], [0.138, -1.090, 0.497], [0.403, 0.053, -0.526], [-3.655, -0.865, 0.245], [-3.360, 1.555, 0.525], [-2.736, -2.032, -1.454], [-1.719, -0.897, -2.033], [-1.337, 1.488, -1.670], [-1.695, 2.842, -0.516], [-1.363, -2.656, 0.495], [-0.140, -2.555, -0.916], [3.456, 1.570, -0.632], [2.453, 0.861, 0.880], [3.272, -1.412, -0.532], [1.876, -2.016, -1.465], [1.399, 3.098, 0.370], [1.324, 2.580, -1.330], [1.598, -2.768, 0.741], [2.003, -1.232, 1.379], [-1.288, 1.573, 1.743], [0.238, 1.482, 2.279], [-0.009, -0.808, 2.687], [-1.569, -0.706, 1.737], [1.821, 0.196, -2.069]], "lowdin_charge": [-0.13, -0.14, -0.17, -0.01, -0.08, -0.07, -0.08, -0.09, -0.09, -0.06, -0.05, -0.14, -0.23, -0.34, -0.06, 0.13, 0.13, 0.15, 0.11, 0.12, 0.09, 0.17, 0.14, 0.17, 0.14, 0.14, 0.11, 0.12, 0.15, 0.16, 0.10, 0.12, 0.07, 0.16, 0.15, 0.14]}


{"formula": "C14H21S4SeW", "method": "wB97M-V/def2-TZVPD", "de_lowest_kj_mol": 6.7, "largest_force_ev_per_a": 1.02, "lumo_ev": [-11.5, -11.9], "spin_multiplicity": 3, "homo_ev": [-17.601, -17.677], "total_charge": 3, "species": ["W", "C", "C", "S", "C", "C", "S", "C", "C", "S", "C", "C", "S", "H", "H", "H", "H", "H", "H", "H", "H", "H", "H", "H", "H", "H", "H", "H", "H", "Se", "C", "C", "C", "C", "C", "C", "H", "H", "H", "H", "H"], "positions_angstrom": [[-0.024, 0.012, 0.022], [2.921, -1.167, 1.429], [2.652, -2.168, 0.330], [0.832, -2.318, 0.078], [0.741, -2.791, -1.694], [-0.664, -2.573, -2.215], [-1.372, -0.908, -1.870], [-0.890, 0.086, -3.337], [0.577, 0.451, -3.363], [1.007, 1.340, -1.806], [2.784, 0.916, -1.618], [3.237, 1.204, -0.202], [2.173, 0.481, 1.117], [3.994, -1.013, 1.567], [2.497, -1.494, 2.382], [3.023, -3.156, 0.619], [3.127, -1.883, -0.609], [0.997, -3.851, -1.769], [1.487, -2.214, -2.240], [-1.370, -3.263, -1.746], [-0.698, -2.728, -3.294], [-1.524, 0.976, -3.297], [-1.167, -0.491, -4.223], [0.782, 1.131, -4.194], [1.215, -0.426, -3.470], [3.351, 1.538, -2.316], [2.918, -0.130, -1.897], [3.222, 2.277, 0.005], [4.252, 0.837, -0.044], [-1.619, 0.859, 1.518], [-2.911, 1.544, 2.726], [-3.373, 0.728, 3.772], [-4.312, 1.235, 4.644], [-4.792, 2.539, 4.483], [-4.325, 3.342, 3.437], [-3.385, 2.854, 2.555], [-3.000, -0.278, 3.891], [-4.679, 0.623, 5.454], [-5.529, 2.929, 5.172], [-4.701, 4.347, 3.322], [-3.019, 3.471, 1.747]], "lowdin_charge": [0.46, -0.43, -0.42, 0.88, -0.43, -0.42, 0.85, -0.43, -0.42, 0.88, -0.43, -0.42, 0.85, 0.12, 0.11, 0.12, 0.09, 0.12, 0.07, 0.10, 0.12, 0.11, 0.12, 0.12, 0.09, 0.12, 0.07, 0.10, 0.12, 0.90, -0.55, -0.09, -0.02, 0.02, -0.02, -0.09, 0.12, 0.13, 0.14, 0.13, 0.12]}


{"formula": "C14H22Al2CaCsF4LiNO19S3", "method": "wB97M-V/def2-TZVPD", "largest_force_ev_per_a": 7.36, "lumo_ev": -7.3, "homo_ev": -9.202, "total_charge": 1, "species": ["C", "O", "C", "O", "S", "O", "O", "C", "C", "C", "C", "C", "C", "H", "H", "H", "H", "H", "H", "H", "H", "H", "H", "O", "S", "O", "O", "O", "Ca", "N", "O", "O", "O", "C", "C", "C", "O", "C", "O", "O", "H", "H", "H", "H", "H", "H", "C", "C", "O", "H", "H", "H", "H", "H", "H", "Li", "Cs", "F", "Al", "F", "F", "F", "Al", "O", "S", "O", "O", "O"], "positions_angstrom": [[3.419, -0.055, 0.622], [4.245, -1.160, 0.477], [3.884, -2.019, -0.561], [3.624, -3.328, -0.072], [2.397, -3.203, 0.987], [2.476, -4.337, 1.837], [1.066, -3.520, -0.078], [0.380, -2.355, -0.312], [0.509, -1.739, -1.550], [-0.138, -0.544, -1.815], [-0.916, 0.011, -0.781], [-1.068, -0.629, 0.434], [-0.406, -1.821, 0.675], [2.670, -0.185, 1.409], [2.964, 0.103, -0.341], [3.958, 0.841, 0.883], [3.021, -1.708, -1.147], [4.691, -2.010, -1.259], [1.129, -2.231, -2.278], [0.013, -0.086, -2.781], [-1.416, 0.957, -0.944], [-1.666, -0.218, 1.229], [-0.496, -2.336, 1.616], [5.250, 2.516, 2.520], [4.009, 2.404, 3.312], [4.193, 1.461, 4.413], [2.900, 1.958, 2.441], [3.678, 3.757, 3.865], [1.369, 1.164, -0.768], [3.760, 0.924, -2.080], [4.526, 0.281, -2.880], [4.219, 1.658, -1.260], [2.478, 0.749, -2.193], [-3.772, -4.349, -4.875], [-2.899, -3.355, -4.156], [-2.714, -3.606, -2.677], [-2.459, -2.274, -2.179], [-3.074, -1.410, -3.025], [-3.213, -0.245, -2.814], [-3.499, -2.040, -4.132], [-3.998, -3.998, -5.880], [-3.273, -5.314, -4.944], [-4.722, -4.478, -4.356], [-1.933, -3.267, -4.662], [-1.880, -4.266, -2.452], [-3.614, -3.985, -2.191], [-5.970, 2.184, -1.171], [-5.900, 3.434, -2.030], [-4.559, 3.911, -2.151], [-5.571, 2.387, -0.177], [-6.997, 1.834, -1.072], [-5.369, 1.382, -1.608], [-6.481, 4.237, -1.581], [-6.298, 3.239, -3.031], [-4.044, 3.214, -2.567], [4.726, 5.231, 4.188], [5.803, -0.715, -4.583], [-3.912, -2.590, 5.396], [-3.224, -2.584, 3.781], [-4.372, -2.938, 2.654], [-1.978, -3.673, 3.753], [-2.621, -1.031, 3.577], [-2.747, -1.517, 6.662], [5.476, 7.285, 6.204], [6.366, 8.080, 7.048], [7.096, 9.059, 6.239], [7.370, 7.232, 7.694], [5.575, 8.761, 8.071]], "lowdin_charge": [-0.16, -0.08, -0.29, -0.22, 1.04, -0.30, -0.19, -0.36, -0.03, -0.20, -0.19, -0.02, 0.04, 0.11, -0.03, 0.08, 0.09, 0.12, 0.14, 0.13, 0.12, 0.12, 0.13, -0.36, 0.23, -0.31, -0.43, -0.51, 1.59, -0.50, -0.49, 0.15, -0.31, -0.01, -0.32, -0.07, 0.04, -0.56, 0.15, 0.10, 0.09, 0.10, 0.10, 0.16, 0.14, 0.15, -0.09, -0.32, -0.09, 0.07, 0.08, 0.06, 0.11, 0.11, 0.07, 0.82, 1.29, -0.25, -0.28, -0.13, -0.14, -0.17, 0.99, -0.23, 0.28, -0.12, -0.09, -0.12]}


Calculated total energy, -620.93103 -4606.28030 -4814.90817 Ha (same order as the records).